C5H9N3 | ωB97M-V/def2-TZVPD

```
17
Properties=species:S:1:pos:R:3:forces:R:3
C 1.5681 0.7016 0.1378 0.17 -0.66 1.05
C 1.4425 0.2092 -1.3164 2.41 -0.20 -0.79
C -0.0428 0.1115 -1.1713 -1.72 0.25 -0.21
C -0.8560 -1.4350 0.4040 0.07 -0.10 -1.42
C 0.0688 1.0736 0.0300 -0.05 0.98 -0.29
H 1.7139 -0.1488 0.8276 -0.24 0.15 -0.27
H 2.3278 1.4350 0.4684 -0.56 -0.03 -0.57
H 1.8544 0.9627 -2.0144 -0.72 -0.15 0.16
H 1.9462 -0.7270 -1.5967 -0.15 0.15 0.30
H -0.6661 0.4299 -2.0260 0.30 0.01 0.33
H -1.1125 -2.4639 0.7101 0.20 0.48 -0.04
H -0.7223 -0.7950 2.2941 -0.26 0.10 -0.15
H -1.7496 1.3039 1.0229 0.79 -0.19 -0.18
H -0.0043 2.1222 -0.3372 -0.19 -0.59 0.47
N -0.4800 -1.2339 -0.8071 0.07 -0.27 0.92
N -1.0736 -0.4982 1.3870 0.22 -0.45 0.89
N -0.8280 0.8630 1.1553 -0.33 0.53 -0.20
```
Positions in Å, forces in eV/Å.

Summary:
LUMO level	1.032	eV
SMILES	C1=N[C@@H]2CC[C@@H]2NN1
HOMO energy	-0.316	Eh
Kohn-Sham gap	9.634	eV
charge	0

Per-atom Löwdin charges, elementary charge units: -0.12 -0.16 -0.33 -0.22 -0.29 0.11 0.11 0.11 0.11 0.14 0.12 0.13 0.13 0.15 0.08 -0.04 -0.02


C5H9N3 | ωB97M-V/def2-TZVPD

```
17
Properties=species:S:1:pos:R:3:forces:R:3
C -0.1216 0.5208 1.8358 -4.38 -0.87 3.08
C 0.4736 -1.2605 0.3448 4.03 -2.21 1.02
C 1.3099 -0.0415 -0.0657 -0.73 -0.77 -2.67
C 0.4183 0.9166 -1.0323 0.97 -1.53 -0.47
C -0.4914 0.1251 -2.0888 3.92 -3.80 1.58
H -2.3214 0.3854 2.1530 3.45 -0.47 -1.93
H 0.1575 1.4616 2.8521 -0.89 -3.01 -3.70
H 1.2951 -2.1704 0.3671 -2.88 1.78 0.10
H -0.6493 -1.4421 0.3439 2.21 -0.13 -0.42
H 2.4169 -0.3453 -0.3599 -2.41 1.17 0.72
H 0.8492 1.8787 -1.4419 -0.80 -0.98 1.08
H -0.2102 -1.0929 -2.0246 -0.80 3.29 -1.12
H -0.6084 0.7209 -2.9629 -0.47 -0.36 -0.98
H -1.0667 -0.0112 0.0808 -1.34 2.03 -3.89
N -1.4168 0.0155 1.5519 2.86 3.28 4.37
N 0.9792 -0.2799 1.3775 -1.85 1.35 -0.83
N -1.0138 0.6192 -0.9309 -0.90 1.25 4.07
```
Positions in Å, forces in eV/Å.

Summary:
LUMO level	0.348	eV
HOMO energy	-0.305	Eh
Kohn-Sham gap	8.658	eV
charge	0

Per-atom Löwdin charges, elementary charge units: -0.18 -0.16 -0.19 -0.23 -0.19 0.14 0.20 0.15 0.11 0.16 0.12 0.16 0.08 0.04 -0.03 -0.07 -0.11


C5H9N3 | ωB97M-V/def2-TZVPD

```
17
Properties=species:S:1:pos:R:3:forces:R:3
C 1.6655 -0.1614 0.1315 1.63 5.80 -1.82
C -1.4365 -0.8553 0.1927 -0.32 -2.69 -1.17
C -1.5583 0.5463 0.1376 -2.35 8.47 -1.25
C -0.3234 1.4504 -0.2481 1.51 -1.02 1.26
C 1.0362 1.1356 -0.0351 -3.21 3.20 -1.03
H 3.3502 0.7578 -0.0139 -0.67 -1.17 0.07
H 1.3321 -2.0170 0.2457 1.37 -1.97 0.13
H -0.4155 -2.3180 -0.5112 0.23 0.44 -1.23
H -2.4336 -1.1623 -0.1696 0.74 -0.97 -0.21
H -1.2929 -1.3104 1.1697 0.12 0.31 0.24
H -2.0050 1.1355 1.0267 0.96 -1.53 -0.66
H -2.6269 1.0517 -0.6244 3.34 -1.93 1.51
H -0.6623 2.4778 -0.5517 0.80 -1.05 0.44
H 1.8283 1.9330 -0.1738 -1.44 -0.70 0.00
N 2.9142 -0.1903 -0.0410 2.66 -0.50 0.69
N 0.8895 -1.1630 0.1771 -3.66 -3.76 0.42
N -0.2616 -1.3102 -0.7121 -1.68 -0.92 2.62
```
Positions in Å, forces in eV/Å.

Summary:
LUMO level	0.761	eV
HOMO energy	-0.314	Eh
Kohn-Sham gap	9.294	eV
charge	0

Per-atom Löwdin charges, elementary charge units: -0.58 -0.27 -0.25 -0.05 -0.04 0.05 0.11 0.11 0.12 0.12 0.12 0.19 0.10 0.11 0.13 0.00 0.04


C5H9N3 | ωB97M-V/def2-TZVPD

```
17
Properties=species:S:1:pos:R:3:forces:R:3
C 2.3402 -0.1440 0.3782 -2.50 -4.75 -0.41
C -0.6751 -1.4052 0.0323 0.45 -2.36 -3.69
C -2.0556 -1.1697 0.0779 2.53 2.68 -0.51
C -2.2498 0.2962 -0.1202 -0.20 -3.16 2.03
C -0.9401 0.7704 -0.1446 -2.00 4.33 -1.29
H 2.5417 -1.2479 0.6670 0.14 1.31 -1.10
H 3.1765 0.3155 0.0524 2.82 1.25 -1.46
H 2.2627 0.1399 1.4053 -1.83 1.40 0.36
H 1.5627 -0.7810 -1.4633 -0.66 -1.07 -0.48
H -0.0890 -2.3234 -0.6106 -1.92 2.27 2.52
H -2.7028 -1.9527 0.2647 -1.66 -1.05 0.13
H -3.2116 0.7428 0.1472 0.77 0.39 -0.24
H -1.1623 2.5289 0.4975 0.01 1.05 0.29
H 0.5662 2.4185 0.0720 -4.20 -1.81 -0.76
N 1.2885 -0.1180 -0.7835 -0.83 3.35 4.64
N -0.1158 -0.1739 -0.3192 5.89 -5.31 -0.60
N -0.5363 2.1038 -0.1530 3.20 1.48 0.59
```
Positions in Å, forces in eV/Å.

Summary:
LUMO level	0.857	eV
SMILES	CNn1cccc1N
HOMO energy	-0.275	Eh
Kohn-Sham gap	8.336	eV
charge	0

Per-atom Löwdin charges, elementary charge units: -0.07 -0.13 -0.09 -0.02 -0.47 0.09 0.01 0.06 0.08 0.16 0.05 0.09 0.06 0.18 0.02 -0.13 0.09


C5H9N3 | ωB97M-V/def2-TZVPD

```
17
Properties=species:S:1:pos:R:3:forces:R:3
C 1.7108 -1.8769 -0.0349 -0.07 0.22 0.17
C -1.0341 2.5192 -0.2384 0.07 -0.02 0.21
C 0.2449 -1.8356 0.2424 -0.16 -0.30 -0.13
C -0.3420 1.2084 0.0160 0.28 0.67 0.24
C -0.8594 0.0682 -0.7723 0.11 -0.63 -0.05
N -0.5810 -1.1529 -0.6358 -0.17 0.66 -1.28
N -0.3232 -2.5825 1.0892 -1.27 0.12 0.72
N 0.6395 1.0093 0.7863 0.10 -0.39 0.31
H -1.3618 -2.3909 1.0016 1.31 -0.55 0.31
H 0.9355 1.8191 1.3273 -0.16 0.20 -0.22
H -1.5713 0.3179 -1.5577 -0.08 0.04 -0.03
H 2.1215 -0.8879 0.1455 0.14 0.03 -0.03
H 1.8919 -2.1479 -1.0719 0.01 -0.08 -0.10
H 2.1678 -2.5996 0.6339 0.03 -0.05 -0.02
H -0.6394 3.3021 0.4066 0.00 0.00 -0.02
H -0.8962 2.8121 -1.2797 -0.04 0.02 -0.04
H -2.1036 2.4178 -0.0581 -0.09 0.04 -0.04
```
Positions in Å, forces in eV/Å.

Summary:
LUMO level	0.017	eV
SMILES	[H]\N=C(C)/N=C\C(C)=N\[H]
HOMO energy	-0.339	Eh
Kohn-Sham gap	9.233	eV
charge	0

Per-atom Löwdin charges, elementary charge units: -0.04 -0.04 -0.55 -0.39 -0.10 0.12 0.12 0.17 0.07 0.07 0.11 0.05 0.08 0.08 0.08 0.09 0.08


C5H9N3 | ωB97M-V/def2-TZVPD

```
17
Properties=species:S:1:pos:R:3:forces:R:3
C -0.0304 1.2645 -0.7978 -0.60 -0.03 0.67
C -0.2617 -1.8829 -0.5008 -0.54 0.04 0.54
C 1.0254 0.3365 -0.3040 1.42 -0.02 1.42
C 0.4681 -0.9066 0.3746 2.03 -0.78 1.07
C -1.1036 1.3919 0.3127 -1.38 0.33 -1.06
N 2.2771 0.6411 -0.2149 -1.40 -0.32 -0.44
N 0.8489 -1.2047 1.5815 -0.79 0.25 -1.67
N -2.2967 0.9354 0.1443 1.41 0.85 0.15
H 2.7915 -0.1270 0.2393 -0.20 0.25 -0.21
H 1.4801 -0.4839 1.9533 -0.38 -0.04 -0.11
H -2.9180 1.2837 0.8848 0.31 -0.44 -0.01
H 0.3871 2.2566 -0.9881 -0.01 -0.17 -0.13
H -0.4971 0.8451 -1.6926 -0.10 0.19 0.06
H -0.8424 2.0324 1.1711 0.11 -0.30 -0.18
H -1.1340 -1.4135 -0.9589 0.01 -0.01 -0.05
H 0.4032 -2.2305 -1.2955 0.02 0.09 0.05
H -0.5974 -2.7380 0.0910 0.10 0.12 -0.09
```
Positions in Å, forces in eV/Å.

Summary:
LUMO level	0.507	eV
SMILES	[H]/N=C(C)\C(C/C=N/[H])=N/[H]
HOMO energy	-0.360	Eh
Kohn-Sham gap	10.313	eV
charge	0

Per-atom Löwdin charges, elementary charge units: -0.13 -0.04 -0.36 -0.39 -0.22 0.15 0.14 0.10 0.06 0.05 0.05 0.12 0.12 0.12 0.07 0.09 0.08


C5H9N3 | ωB97M-V/def2-TZVPD

```
17
Properties=species:S:1:pos:R:3:forces:R:3
C 1.3208 1.2581 0.5579 -1.04 -0.88 0.63
C 0.0526 1.2204 -0.2819 0.40 0.46 -0.34
C -1.2771 0.4873 -0.2622 0.09 2.41 -0.88
C -1.4451 -0.7373 0.5251 2.33 -0.35 2.22
C -0.5499 -1.7075 -0.2319 2.07 1.15 -1.32
H 2.0516 0.2835 2.2673 -0.78 -0.15 -1.40
H 1.8033 -0.6732 0.9418 0.54 -1.12 -0.61
H 2.2088 1.4312 -0.0320 0.11 0.16 -0.70
H 1.2089 2.0869 1.2172 -0.06 0.96 0.39
H -0.0527 2.1591 -0.7982 -0.02 0.64 0.19
H -2.1551 1.1081 -0.5846 0.86 -0.84 0.32
H -2.4196 -1.1461 0.6175 -1.05 0.08 0.31
H -0.9205 -0.4771 1.5731 -1.42 -1.31 -1.91
H -0.5271 -2.8209 0.0264 0.44 1.74 -0.66
N 1.4539 0.1090 1.4223 0.38 0.51 2.29
N 0.2375 -1.0907 -1.1249 -2.24 -2.02 2.40
N -0.2351 0.2563 -1.3075 -0.61 -1.44 -0.93
```
Positions in Å, forces in eV/Å.

Summary:
LUMO level	0.967	eV
SMILES	NC[C@@H]1[C@@H]2CC=NN12
HOMO energy	-0.310	Eh
Kohn-Sham gap	9.395	eV
charge	0

Per-atom Löwdin charges, elementary charge units: -0.22 -0.24 -0.22 -0.16 -0.12 0.10 0.04 0.11 0.10 0.12 0.14 0.09 0.15 0.12 -0.01 0.05 -0.06


C5H9N3O | ωB97M-V/def2-TZVPD

```
18
Properties=species:S:1:pos:R:3:forces:R:3
C 3.2045 0.3155 0.2158 -0.02 -0.67 -0.26
C -0.8651 0.9768 -1.0402 1.78 -1.16 -2.61
C -1.0087 -1.4751 -0.3269 -0.99 1.65 0.68
C -0.8268 0.6440 1.2705 -0.22 -0.58 0.45
C -0.3619 -0.0921 0.0307 -2.25 -0.38 -2.47
N 2.9798 -0.9843 0.1233 2.07 -1.32 0.23
N 3.3282 1.4523 0.2212 0.87 1.77 0.19
N 1.0325 -0.0923 0.0546 0.47 0.84 -0.10
O 1.6980 -1.2133 0.0588 -2.03 0.51 -0.20
H -0.2337 0.8970 -2.0683 -1.70 -0.03 2.22
H -1.9610 0.7422 -1.2211 1.39 0.71 0.16
H -0.6255 1.9735 -0.6489 -0.57 -0.21 -0.29
H -0.8992 -1.7519 -1.3585 0.38 0.09 -0.52
H -2.0880 -1.5039 -0.1175 0.20 0.47 -0.08
H -0.6308 -2.2334 0.2833 0.91 -1.32 0.92
H -0.1820 1.5585 1.3862 -0.96 -0.85 0.05
H -1.9153 0.8451 1.0562 1.13 0.07 0.95
H -0.6450 -0.0587 2.0811 -0.46 0.40 0.67
```
Positions in Å, forces in eV/Å.

Summary:
LUMO level (alpha / beta)	-0.816 / -1.418	eV
HOMO energy (alpha / beta)	-0.361 / -0.349	Eh
Kohn-Sham gap (alpha / beta)	9.012 / 8.073	eV
charge	0

Per-atom Löwdin charges, elementary charge units: -0.36 -0.05 -0.02 -0.05 -0.62 0.05 0.18 0.08 -0.01 0.13 0.10 0.07 0.08 0.09 0.05 0.11 0.11 0.08


C5H9N3O | ωB97M-V/def2-TZVPD

```
18
Properties=species:S:1:pos:R:3:forces:R:3
C -0.3305 -1.7189 0.6753 0.40 0.35 0.25
C -0.6186 0.5548 -0.4274 1.28 -0.41 -0.60
C -0.5074 1.3290 0.8161 0.99 -0.12 0.94
C 0.2128 -0.6119 -0.2037 -0.90 -0.19 -1.02
N -0.5780 1.1815 -1.6093 -0.28 -0.46 0.81
N 0.9128 -1.0608 -1.3803 -0.09 0.02 0.01
C 1.0105 0.6357 1.0423 -1.70 1.42 1.27
N -1.1810 2.1424 1.4963 -0.08 -0.42 -0.10
O 1.2816 0.1036 2.1280 0.01 -0.05 -0.54
H -0.2456 0.6072 -2.3822 -0.10 0.39 -0.01
H -0.9184 2.1286 -1.6920 0.20 -0.21 -0.23
H 0.8872 -2.0688 -1.4865 0.16 0.17 0.07
H 1.8731 -0.7322 -1.3804 -0.09 -0.18 -0.05
H -2.1510 2.2023 1.1719 0.10 0.18 -0.11
H 1.7203 1.3045 0.5148 0.05 -0.61 -0.59
H -0.8987 -2.4469 0.0876 0.03 0.11 -0.06
H 0.5051 -2.2220 1.1657 -0.01 0.01 0.02
H -0.9743 -1.3281 1.4637 0.03 0.01 -0.07
```
Positions in Å, forces in eV/Å.

Summary:
LUMO level (alpha / beta)	-0.189 / -0.188	eV
HOMO energy (alpha / beta)	-0.283 / -0.283	Eh
Kohn-Sham gap (alpha / beta)	7.500 / 7.502	eV
charge	0

Per-atom Löwdin charges, elementary charge units: -0.03 -0.21 -0.24 -0.40 0.19 0.07 -0.33 0.17 -0.06 0.11 0.12 0.08 0.09 0.06 0.14 0.08 0.09 0.09


C5H9N3O2 | ωB97M-V/def2-TZVPD

```
19
Properties=species:S:1:pos:R:3:forces:R:3
O 2.5078 -0.5297 -0.8383 -0.36 0.02 0.86
C 2.2405 -0.8624 0.3068 0.84 0.23 -0.82
N 1.0092 -0.8237 0.8498 -0.36 -0.02 0.60
C -0.0889 -0.0984 0.2606 -0.17 -0.28 -0.84
C -0.6631 -0.7929 -1.0080 0.19 0.08 -0.52
N -1.6729 -1.4523 -0.1670 -0.20 -0.22 0.03
C -1.4415 -0.4887 0.9158 -0.18 0.33 0.23
C 0.2023 1.3673 0.1981 -0.47 4.35 -1.10
N 0.2903 2.3475 0.9352 0.08 0.94 -0.83
H 3.0167 -1.1833 1.0286 -0.16 -0.24 -0.24
H 0.8710 -1.2551 1.7550 0.04 0.34 -0.14
H -1.0806 -0.0829 -1.7395 0.13 -0.03 0.30
H 0.0339 -1.4637 -1.5239 -0.15 0.14 0.19
H -2.6157 -1.4744 -0.5451 0.24 0.04 0.12
H -1.3709 -0.9138 1.9272 -0.01 0.07 -0.22
H -2.1455 0.3574 0.9320 0.27 -0.15 0.02
O 0.1623 2.3863 -1.2838 -0.66 -3.82 0.36
H 0.4547 1.7341 -1.9290 0.51 0.71 -1.16
H 0.2904 3.2286 -0.0745 0.42 -2.49 3.15
```
Positions in Å, forces in eV/Å.

Summary:
LUMO level	0.671	eV
HOMO energy	-0.351	Eh
Kohn-Sham gap	10.226	eV
charge	0

Per-atom Löwdin charges, elementary charge units: 0.03 -0.34 0.10 -0.38 -0.12 -0.03 -0.12 -0.19 0.10 0.14 0.15 0.12 0.12 0.11 0.12 0.13 -0.19 0.03 0.22


Max |F|: 2.5 6.2 8.9 8.0 1.5 2.4 3.9 3.4 2.6 4.5 (eV/A)